Entry 1:
Computed, not measured: a 2-piece molecular cluster, C4H16N4 overall, with ωB97M-V/def2-TZVPD.

```
24
C4H16N4 | the Open Molecules 2025 dataset | ωB97M-V/def2-TZVPD
C 1.20884 -0.42904 2.15232
C 1.61368 1.47196 0.62670
N 0.75256 0.76336 1.42664
N 2.52154 0.71079 -0.15486
N 1.45734 2.79295 0.20421
H -0.00247 1.33193 1.82899
H 2.55376 -0.32886 -0.14300
H 3.02632 0.91702 -1.00559
H 0.85568 3.44723 0.66448
H 2.10234 3.20977 -0.43944
H 2.27864 -0.47951 2.29345
H 0.93802 -1.27456 1.55015
H 0.73884 -0.43806 3.12542
C -2.23794 -0.54540 -1.12168
C -0.88169 -0.58308 -1.76064
N -2.56260 -1.97492 -0.43143
H -2.17281 0.18488 -0.28068
H -3.06907 -0.45285 -1.79837
H -0.58437 -1.24664 -2.58521
H 0.08915 -0.63813 -1.26358
H -1.80564 -2.31715 0.14904
H -3.33353 -1.88363 0.22219
H -2.77847 -2.71058 -1.11458
H -0.70813 0.47254 -2.14451
```

Results
HOMO-LUMO gap (alpha / beta)   3.2471 / 8.8247 eV
F_max   3.3 eV Å⁻¹
Spin multiplicity   2
Net charge   +1
⟨S²⟩   0.755
Relative energy (zero: lowest compared OMol25 entry of this formula, charge and spin)   19.8 kcal per mole
HOMO (alpha / beta)   -6.6 / -12.4 eV



Entry 2:
Computed, not measured: one molecule with the formula C5H8O2, with ωB97M-V/def2-TZVPD.

```
15
C5H8O2 | the Open Molecules 2025 dataset | ωB97M-V/def2-TZVPD
C -2.30238 -0.07023 0.40148
C -1.06971 -0.18308 -0.43795
O -0.41146 1.21286 -0.28342
C 0.85542 0.74466 0.27854
C 2.37663 0.01951 0.12330
C 1.05717 -0.50569 -0.17325
O -0.07592 -1.25216 0.02667
H -3.02312 -0.77639 0.14061
H -2.80124 1.12395 0.20969
H -1.58489 -0.47117 1.40462
H -1.40686 -0.17628 -1.42556
H 0.52968 0.89190 1.28527
H 3.07274 0.01635 -0.76704
H 2.82078 -0.13071 1.27805
H 0.78916 -0.19432 -1.22437
```

Results
HOMO-LUMO gap   10.3366 eV
SMILES   CC1O[C@@H]2C[C@H]2O1
F_max   4.7 eV Å⁻¹
Spin multiplicity   1
Relative energy (zero: lowest compared OMol25 entry of this formula, charge and spin)   203.7 kcal per mole
HOMO   -9.4 eV



Entry 3:
Computed, not measured: C28H23BMoN3O8 as an isolated structure, with ωB97M-V/def2-TZVPD.

```
64
C28H23BMoN3O8 | the Open Molecules 2025 dataset | ωB97M-V/def2-TZVPD
Mo 0.03375 -2.21213 -0.18938
O -3.41518 -4.13587 -0.74101
C -2.59262 -3.31448 -0.46916
O -1.37778 -3.25058 -1.02338
C -2.81683 -2.25596 0.58249
C -4.08390 -2.12803 1.16352
C -4.25387 -1.17337 2.12461
C -3.15889 -0.37414 2.51725
C -3.28784 0.62311 3.51572
C -2.21578 1.37956 3.88275
C -0.96207 1.16068 3.27048
C -0.80593 0.20535 2.30749
C -1.90542 -0.57947 1.89919
N -1.77144 -1.51872 0.90905
H -4.87225 -2.78410 0.82590
H -5.21687 -1.02195 2.59607
H -4.25657 0.76930 3.97602
H -2.31767 2.14324 4.64107
H -0.11115 1.75800 3.56994
H 0.16483 0.04853 1.86151
O 0.25701 -3.33306 1.56173
C 0.90119 -4.41522 1.59254
C 1.63434 -5.04566 0.55338
C 2.23252 -6.28241 0.89427
C 2.94064 -6.96355 -0.04577
C 3.09881 -6.47600 -1.34946
C 2.53586 -5.27789 -1.70342
C 1.79452 -4.53229 -0.76698
O 1.28243 -3.39486 -1.15038
N 3.55796 -8.25222 0.32022
O 4.17405 -8.83267 -0.54522
O 3.40566 -8.63463 1.46067
H 0.88327 -4.92964 2.55683
H 2.12747 -6.69298 1.88940
H 3.66595 -7.06010 -2.06055
H 2.63820 -4.88036 -2.70262
N 2.89417 -0.90141 1.07424
C 1.89781 -1.30435 0.66354
H 3.74635 -0.49289 1.40604
C 2.02798 5.97491 -1.38357
C 0.55921 5.83792 -1.78328
C 0.41774 6.26744 -3.24979
C -0.27371 6.77019 -0.89308
C 0.05139 4.40378 -1.62318
C -1.27782 4.10982 -1.96413
C -1.82749 2.83938 -1.85702
C -0.98710 1.85602 -1.38566
O -1.25339 0.51042 -1.16677
B -0.06915 -0.00905 -0.69240
O 0.92390 0.95098 -0.60831
C 0.31804 2.12379 -1.04625
C 0.87334 3.38060 -1.15056
H 2.34248 7.01055 -1.51585
H 2.67766 5.35278 -2.00243
H 2.19144 5.71495 -0.33552
H 0.78202 7.28849 -3.37531
H -0.61996 6.24322 -3.58322
H 0.99776 5.61560 -3.90534
H 0.07558 7.79889 -0.99697
H -0.18697 6.48633 0.15757
H -1.32987 6.74859 -1.16293
H -1.91064 4.90592 -2.33252
H -2.85247 2.63405 -2.13129
H 1.90526 3.54762 -0.88079
```

Results
HOMO-LUMO gap (alpha / beta)   6.8691 / 6.3881 eV
F_max   0.6 eV Å⁻¹
Spin multiplicity   3
Net charge   +1
⟨S²⟩   2.019
Relative energy (zero: lowest compared OMol25 entry of this formula, charge and spin)   5.6 kcal per mole
HOMO (alpha / beta)   -11.1 / -11.2 eV



Entry 4:
Computed, not measured: C16H24B2F8K2O12 as an isolated structure, with ωB97M-V/def2-TZVPD.

```
64
C16H24B2F8K2O12 | the Open Molecules 2025 dataset | ωB97M-V/def2-TZVPD
K 6.15641 -2.36228 4.64261
K 5.31325 1.48219 -2.26968
B 2.22085 -0.47425 1.53928
F 3.22690 -1.34720 1.07611
F 2.73433 0.83432 1.42992
F 1.07947 -0.50942 0.76117
F 1.82913 -0.80994 2.79019
B 6.98675 -3.31939 -4.67947
F 6.56576 -3.13047 -3.36751
F 8.31300 -3.66355 -4.65415
F 6.16184 -4.20845 -5.29937
F 6.95254 -2.13753 -5.21361
C -4.01993 3.03275 3.53285
C -3.38489 2.53187 2.21166
C -4.45920 2.23942 1.21926
O -4.02092 2.74205 0.02244
C -3.12803 3.59347 0.27687
O -2.72280 4.46715 -0.56352
O -2.74623 3.55895 1.60703
H -3.17982 3.53417 4.01337
H -4.30009 2.21392 4.19552
H -4.88589 3.64175 3.27336
H -2.86901 1.59034 2.40003
H -5.51672 2.39063 1.43582
H -4.39867 1.16011 1.07952
C 0.70940 -3.32388 -5.06946
C 0.29029 -2.44601 -6.32564
C 1.31931 -1.88682 -7.22454
O 0.81566 -1.77780 -8.46990
C -0.20151 -2.71309 -8.59165
O -0.87829 -3.00435 -9.52222
O -0.52683 -3.12856 -7.36004
H 1.34288 -2.93928 -4.27016
H 1.27615 -4.15729 -5.48456
H -0.18184 -3.71497 -4.57869
H -0.28278 -1.62798 -5.88915
H 2.32114 -2.30921 -7.14691
H 1.41295 -0.81937 -7.02485
C -3.45369 -5.73713 1.67836
C -4.00198 -6.19745 3.07108
C -5.49875 -6.22376 3.24943
O -5.69257 -7.39545 4.06135
C -4.55294 -8.17122 4.04778
O -4.44440 -9.30273 4.51590
O -3.67291 -7.56933 3.22149
H -3.80112 -6.30906 0.81796
H -2.40623 -6.03179 1.74228
H -3.26199 -4.68785 1.45392
H -3.60302 -5.59169 3.88470
H -5.92489 -6.30474 2.24946
H -5.82754 -5.25455 3.62443
C 1.90394 7.20915 3.53880
C 3.33014 7.61909 3.50073
C 3.99638 7.31251 2.20582
O 4.25710 8.50323 1.60386
C 3.68752 9.47761 2.27929
O 3.60778 10.68490 1.99556
O 3.18560 9.02087 3.46143
H 1.28102 7.53403 2.70542
H 1.51350 7.50733 4.51181
H 1.98184 6.12342 3.59542
H 3.91478 7.30052 4.36375
H 3.28890 6.60704 1.77004
H 4.86892 6.67494 2.34825
```

Results
HOMO-LUMO gap   6.8619 eV
F_max   8.7 eV Å⁻¹
Spin multiplicity   1
Relative energy (zero: lowest compared OMol25 entry of this formula, charge and spin)   219.4 kcal per mole
HOMO   -9.7 eV



Entry 5:
Computed, not measured: a 2-piece molecular cluster, C6H8Cl2N3 overall, with ωB97M-V/def2-TZVPD.

```
19
C6H8Cl2N3 | the Open Molecules 2025 dataset | ωB97M-V/def2-TZVPD
C 1.53559 -0.39965 1.25776
C 0.57348 -1.32240 1.14251
C 2.01101 0.21425 -0.04575
C -1.14724 0.89266 -0.16839
C 0.12025 -1.73104 -0.24844
C 0.35949 -0.73394 -1.22752
N 1.44170 0.06511 -1.20407
N -1.66043 0.82371 1.07216
N -1.45477 1.81003 -1.06768
Cl 3.31342 1.11903 -0.00486
Cl -0.43802 -0.86035 -2.73803
H 1.98481 0.15934 2.07376
H 0.18964 -1.72361 2.07781
H 0.62498 -2.59665 -0.66283
H -0.95018 -2.02747 -0.23480
H -1.31521 0.17443 1.73142
H -1.99924 1.77413 1.32426
H -1.09470 1.73840 -1.98854
H -2.09457 2.62401 -1.08874
```

Results
HOMO-LUMO gap (alpha / beta)   7.5607 / 7.5599 eV
F_max   4.3 eV Å⁻¹
Spin multiplicity   1
Net charge   +1
Relative energy (zero: lowest compared OMol25 entry of this formula, charge and spin)   8.3 kcal per mole
HOMO (alpha / beta)   -12.8 / -12.8 eV



Entry 6:
Computed, not measured: C30H22FN5O3RuS as an isolated structure, with ωB97M-V/def2-TZVPD.

```
63
C30H22FN5O3RuS | the Open Molecules 2025 dataset | ωB97M-V/def2-TZVPD
Ru 1.03263 -0.38351 0.51720
O 2.26009 2.09859 3.61060
C 1.70708 1.33505 2.82378
N 2.22035 0.77004 1.70993
C 3.52989 0.91939 1.25977
C 4.49530 1.77360 1.80044
C 5.77788 1.77824 1.27998
C 6.11565 0.92816 0.23500
C 5.17430 0.07590 -0.31591
C 3.86697 0.06030 0.18081
N 2.82821 -0.76524 -0.23104
C 2.98650 -1.89470 -1.02885
O 4.03406 -2.22761 -1.59360
C 1.76616 -2.67677 -1.10968
C 1.67417 -3.83091 -1.90000
C 0.50451 -4.54555 -1.94391
C -0.60565 -4.07802 -1.18201
C -0.45567 -2.94882 -0.41594
N 0.68776 -2.25052 -0.34282
C 0.30024 0.89779 3.06924
C -0.54329 1.67808 3.84870
C -1.80041 1.20645 4.16401
C -2.16016 -0.05517 3.69486
C -1.28451 -0.73932 2.87880
N -0.07628 -0.28262 2.54324
H 4.21910 2.40859 2.62519
H 6.52576 2.43427 1.70894
H 7.13018 0.91904 -0.14523
H 5.43633 -0.59920 -1.11405
H 2.54888 -4.12846 -2.46241
H 0.40902 -5.42816 -2.56329
H -1.55747 -4.59107 -1.20119
H -1.28683 -2.54792 0.14809
H -0.17311 2.63358 4.19290
H -2.47957 1.78466 4.77606
H -3.10431 -0.50124 3.97582
H -1.55295 -1.70589 2.47026
O -1.37109 -0.30374 0.09410
N -2.06956 0.77401 0.32811
C -3.37692 0.64263 0.63689
C -4.17460 1.72333 0.90231
C -3.61195 3.00041 0.86335
C -2.27429 3.12738 0.57129
C -1.47543 2.00865 0.28824
S 0.18233 2.13710 -0.08800
H -3.72954 -0.37775 0.64829
H -5.21399 1.56932 1.15230
H -4.21679 3.87525 1.06102
H -1.78404 4.08960 0.55719
F -5.10984 -0.13234 -3.49398
C -3.76576 -0.06903 -3.30611
C -3.16764 1.16908 -3.13436
C -1.80435 1.23037 -2.95101
C -1.00446 0.05550 -2.92672
C 0.37713 0.12046 -2.74478
C -1.67046 -1.18273 -3.11973
C -3.03354 -1.24667 -3.29635
H -3.77644 2.06425 -3.14219
H -1.32132 2.18579 -2.79453
H 0.88472 1.07111 -2.70794
H 0.98685 -0.77033 -2.82123
H -1.08352 -2.09167 -3.11313
H -3.54637 -2.19101 -3.42674
```

Results
HOMO-LUMO gap (alpha / beta)   4.5444 / 6.5365 eV
F_max   1.0 eV Å⁻¹
Spin multiplicity   6
Net charge   -1
⟨S²⟩   8.822
Relative energy (zero: lowest compared OMol25 entry of this formula, charge and spin)   0.0 kcal per mole
HOMO (alpha / beta)   -2.1 / -4.7 eV



Entry 7:
Computed, not measured: C18H15BF13N2OsS as an isolated structure, with ωB97M-V/def2-TZVPD.

```
51
C18H15BF13N2OsS | the Open Molecules 2025 dataset | ωB97M-V/def2-TZVPD
Os 0.02314 -2.46820 -0.29594
C -0.97449 -0.63456 -2.66953
C -1.72226 -0.37489 -1.37990
N -1.86227 -1.60728 -0.52871
C -2.96275 -2.49046 -1.08778
C -2.76421 -3.97210 -0.86820
C -2.24429 -1.21791 0.86861
C -1.09400 -0.51714 1.56825
N 0.14824 -1.06303 1.00907
C 1.39608 -0.53123 1.37379
C 2.45156 -0.66625 0.47976
F 2.18815 -1.22414 -0.73380
C 3.71162 -0.18205 0.73219
F 4.65203 -0.33119 -0.19281
C 3.97142 0.48233 1.91356
C 2.93504 0.64105 2.80900
F 3.13672 1.27094 3.96179
C 1.66642 0.14730 2.55757
F 0.72013 0.31649 3.48665
H -0.80434 0.31419 -3.17750
H -1.50583 -1.30207 -3.34668
H 0.02397 -1.05699 -2.49069
H -2.73543 -0.00962 -1.56459
H -1.19397 0.37699 -0.79699
H -3.05628 -2.25815 -2.14567
H -3.87974 -2.15231 -0.60222
H -1.91754 -4.36863 -1.42517
H -3.65378 -4.49178 -1.22463
H -2.63957 -4.22719 0.18610
H -2.50694 -2.14060 1.38605
H -3.13291 -0.58464 0.83275
H -1.15692 -0.70996 2.63744
H -1.11464 0.56659 1.43000
H 4.95580 0.87499 2.12716
F 0.02552 7.58015 0.07777
C 0.26662 6.30585 -0.13511
C 1.39643 5.71944 0.42522
F 2.20819 6.45566 1.16807
C 1.64452 4.38865 0.19809
F 2.72311 3.85423 0.74481
C 0.77854 3.58869 -0.58955
S 1.09564 1.96342 -0.88306
C -0.36294 4.23390 -1.12769
F -1.22379 3.54508 -1.86397
C -0.61699 5.56403 -0.91407
F -1.68404 6.15594 -1.42910
F -0.10394 -4.86719 0.81708
B 0.96814 -4.87919 -0.07594
F 1.72389 -3.64130 0.27372
F 1.71142 -5.96466 -0.16300
F 0.39149 -4.41114 -1.35224
```

Results
HOMO-LUMO gap (alpha / beta)   8.7497 / 6.7348 eV
F_max   0.6 eV Å⁻¹
Spin multiplicity   5
Net charge   +1
⟨S²⟩   6.044
Relative energy (zero: lowest compared OMol25 entry of this formula, charge and spin)   29.3 kcal per mole
HOMO (alpha / beta)   -11.9 / -12.3 eV



Entry 8:
Computed, not measured: a 2-piece molecular cluster, C3H8FPS overall, with ωB97M-V/def2-TZVPD.

```
14
C3H8FPS | the Open Molecules 2025 dataset | ωB97M-V/def2-TZVPD
C 0.21615 -0.94986 -1.36166
C -0.00557 -0.70096 0.12738
C -0.78887 0.64041 0.38575
F 1.96168 3.64059 2.83375
P -0.01601 2.27726 -0.07363
S 1.97373 1.98534 2.83406
H 0.40417 -2.01307 -1.51772
H -0.64405 -0.66948 -1.91772
H 1.06043 -0.44170 -1.81797
H -0.62480 -1.64206 0.41686
H 0.80376 -0.47234 0.81637
H -1.63418 0.51048 -0.35693
H -1.05775 0.67480 1.39100
H -1.14724 2.96005 0.50290
```

Results
HOMO-LUMO gap (alpha / beta)   5.5479 / 5.5517 eV
F_max   3.6 eV Å⁻¹
Spin multiplicity   1
Relative energy (zero: lowest compared OMol25 entry of this formula, charge and spin)   68.8 kcal per mole
HOMO (alpha / beta)   -8.4 / -8.4 eV